(1)
Computed, not measured: C11H27BCuNO11V2 as an isolated structure at a distorted geometry, with ωB97M-V/def2-TZVPD.

XYZ file:
```
54
Properties=species:S:1:pos:R:3:forces:R:3
H -24.600946 -12.069658 -14.652911 0.1548 -0.0758 0.3497
B -15.618914 -13.496310 -16.871994 -0.1444 -1.2600 0.1214
H -16.669028 -14.514060 -11.123215 -0.2149 -0.4485 -0.2464
O -19.375500 -7.845824 -16.969897 -0.3128 -2.7151 -1.0096
H -14.930412 -12.838701 -17.468571 1.3908 1.7948 -1.4185
H -18.299674 -16.323754 -11.935270 0.0341 -0.0897 -0.1251
C -21.262113 -13.814408 -12.959417 -0.2892 0.2881 -0.7373
H -24.133319 -12.730071 -16.167161 0.3555 -0.2837 -0.0493
Cu -18.502687 -13.912445 -14.845984 -0.2881 0.9288 0.4656
O -14.958737 -10.695021 -15.790720 -2.4853 -1.2715 -1.6090
H -21.292646 -12.038347 -14.267223 0.2951 -0.4429 -0.2798
H -16.695737 -13.370749 -17.196672 -2.5966 0.1026 -1.3021
C -23.714063 -12.335852 -15.241627 -1.2240 0.4787 -0.2873
O -16.383032 -8.072889 -13.970011 0.4486 0.0742 -0.1920
O -18.151558 -14.390611 -12.676191 0.0766 -0.7195 -0.0421
H -18.398486 -6.375144 -12.956565 -0.0101 -0.0311 0.0332
V -19.090774 -9.352916 -17.389456 3.9314 1.9090 2.3282
C -16.876049 -9.941728 -18.755764 1.3748 0.5133 5.8967
H -22.459750 -12.041137 -13.020800 -0.1743 -0.2355 0.1807
H -22.002168 -14.332578 -12.341541 -0.0074 -0.1498 0.0488
H -20.737476 -16.524643 -12.880797 0.3775 -0.1624 0.6161
H -19.431373 -16.475826 -14.019995 -0.0858 0.2247 -0.2114
H -16.756961 -6.735655 -15.511853 0.0956 -0.0522 -0.0801
H -23.232907 -11.382609 -15.476501 0.5228 -0.2082 0.0541
O -17.658402 -10.882712 -18.388264 -3.7964 -2.8015 0.4439
C -15.947704 -5.710872 -13.814859 0.6392 -0.1219 -0.4024
O -17.418150 -8.794575 -18.614211 -1.5546 1.6896 -1.5597
O -19.471177 -10.692788 -15.730408 -3.5999 -0.3612 1.6094
V -16.186971 -11.317685 -16.612628 3.2263 2.0534 0.8882
O -17.614058 -9.810001 -15.680886 1.7235 2.9276 -0.2719
C -17.314130 -13.828069 -11.671543 0.1064 1.1242 -0.3360
N -20.599326 -14.724779 -13.895686 1.8346 0.8919 -0.1813
H -15.679793 -13.118139 -15.819242 0.3944 0.5475 2.9374
H -21.199605 -14.956852 -14.673478 -0.1886 -0.2385 0.1522
H -14.927010 -5.924639 -14.142093 0.1095 0.0322 0.3467
C -21.967318 -12.719018 -13.732837 -0.2924 0.7166 0.5351
C -18.309870 -6.663243 -14.003475 0.4645 0.3582 -0.7215
H -16.744277 -8.721859 -14.604215 0.3753 0.3388 0.3636
H -16.153110 -4.704526 -14.182824 -0.4028 -0.1059 -0.1197
O -22.919133 -13.294483 -14.599213 0.4018 -0.0826 -0.2210
H -16.686558 -13.111219 -12.199160 0.1051 -0.0490 0.0718
H -18.825128 -7.609318 -14.167361 0.0521 -0.0754 0.0596
H -19.487011 -15.191640 -11.308997 0.2134 0.2165 0.1109
C -18.933967 -15.479733 -12.210921 -0.5769 0.2866 0.6149
H -15.241068 -14.582660 -16.896259 0.2978 -1.1321 -0.0852
H -18.816450 -5.933773 -14.641997 -0.0197 0.1615 0.2125
C -19.942964 -15.872226 -13.262912 -0.6583 -0.6906 -0.9079
C -18.335187 -10.744473 -15.132365 0.5132 -0.7638 -8.6814
H -20.539928 -13.329570 -12.304093 0.1576 -0.1447 0.0067
C -16.814659 -6.794689 -14.421686 -1.5633 -0.1184 0.7009
H -15.997580 -5.676955 -12.726851 0.0010 -0.2311 0.0206
H -17.921300 -13.254527 -10.967114 -0.0846 -0.1618 0.1358
O -17.679060 -11.836707 -15.129867 -0.1777 -2.5902 3.1865
O -15.676117 -10.180884 -18.403320 1.0750 0.1559 -1.4130
```
Positions in Å, forces in eV/Å.

Orbital gap (spin up / spin down): 7.17 / 7.39 eV
Energy above the lowest of the compared OMol25 structures with the same formula, charge and spin: 0.0 kJ/mol
Multiplicity: 3
⟨S²⟩: 2.07

(2)
Computed, not measured: an isolated ion of composition C11H8NO3 and charge -1 at a distorted geometry, with ωB97M-V/def2-TZVPD.

XYZ file:
```
23
Properties=species:S:1:pos:R:3:forces:R:3
H 1.723348 2.133047 1.260955 -1.3830 -2.1956 -1.4793
C -3.565467 0.667810 1.185766 -0.3724 2.1056 -0.8628
C -0.736836 -2.824905 -0.379061 -0.5527 0.2200 0.5372
H 1.919327 -1.541130 0.859383 3.2025 1.4407 1.4645
C 1.216241 1.343661 0.509269 0.1674 1.6511 1.7785
N -0.012734 -0.836681 0.388624 -0.5204 -0.2184 -0.1811
O -4.170826 0.592578 2.205443 -0.3024 -0.7166 1.3289
C 0.586721 -2.988528 0.075044 0.1605 2.6861 -0.2700
C -2.699720 1.237113 -1.134068 -1.4568 0.9570 2.0541
C -0.211580 1.678846 0.044749 0.8460 -0.2174 -0.6997
H -1.381897 -3.629901 -0.806517 0.4791 1.1807 0.5771
O -3.359467 -1.922407 -0.662426 1.0091 -0.2428 0.9374
C 0.042664 0.432246 0.832435 1.4134 3.6069 -0.3317
C 1.026801 -1.705293 0.448266 -2.9926 -3.3323 -1.1145
C -1.125573 -1.474105 -0.085737 0.3456 -4.4958 -0.8305
O -2.316765 0.926608 -2.252300 0.0401 0.0237 0.4351
C -2.962940 0.381643 0.039003 2.0020 -3.0849 -2.1453
H -0.539742 2.617649 0.484412 -0.6697 -0.5455 0.1237
H 1.250439 -3.812631 0.122914 0.1730 -0.8128 -0.2541
C -2.515586 -1.150349 -0.199987 -2.5708 3.6477 -1.5616
H -2.970050 2.335205 -0.820283 0.3230 -1.0160 -0.7748
H -0.369543 1.600034 -1.068774 0.0072 -0.0304 1.4486
H 1.852394 1.119336 -0.318307 0.6520 -0.6108 -0.1798
```
Positions in Å, forces in eV/Å.

Orbital gap (spin up / spin down): 4.35 / 6.61 eV
Total charge: -1
Multiplicity: 3
⟨S²⟩: 2.02

(3)
Computed, not measured: one molecule with the formula C4H6OS at a distorted geometry, with ωB97M-V/def2-TZVPD.

XYZ file:
```
12
Properties=species:S:1:pos:R:3:forces:R:3
H 0.933591 -2.104274 -0.443069 1.2507 1.8634 0.3741
H -2.213904 1.460106 0.627266 3.8983 1.0716 -1.0961
H -0.978978 2.507459 -0.632090 -0.0396 -2.4226 1.6805
H 0.940228 -1.813791 1.130904 1.9931 1.2252 -0.6716
C -1.015898 1.653737 0.222290 -0.0241 2.9820 1.5471
O 1.890696 1.127906 -0.260843 -2.8621 -4.8729 1.0776
S -1.507207 -0.850282 -0.142618 0.5056 -1.1047 -0.1605
H -0.199272 2.076840 1.005338 -2.4491 -0.2329 -1.1214
C -0.407868 0.325382 0.003426 -0.3462 -0.5448 -0.8354
C 1.565063 -1.379051 0.243580 -0.5912 -2.0540 -1.2673
C 1.160388 0.095092 -0.029076 1.3201 2.8976 -0.6675
H 2.697966 -1.716032 0.038972 -2.6555 1.1922 1.1406
```
Positions in Å, forces in eV/Å.

Orbital gap: 7.66 eV
Energy above the lowest of the compared OMol25 structures with the same formula, charge and spin: 316.1 kJ/mol

Please write out number 2 again, unchanged.
Computed, not measured: an isolated ion of composition C11H8NO3 and charge -1 at a distorted geometry, with ωB97M-V/def2-TZVPD.

XYZ file:
```
23
Properties=species:S:1:pos:R:3:forces:R:3
H 1.723348 2.133047 1.260955 -1.3830 -2.1956 -1.4793
C -3.565467 0.667810 1.185766 -0.3724 2.1056 -0.8628
C -0.736836 -2.824905 -0.379061 -0.5527 0.2200 0.5372
H 1.919327 -1.541130 0.859383 3.2025 1.4407 1.4645
C 1.216241 1.343661 0.509269 0.1674 1.6511 1.7785
N -0.012734 -0.836681 0.388624 -0.5204 -0.2184 -0.1811
O -4.170826 0.592578 2.205443 -0.3024 -0.7166 1.3289
C 0.586721 -2.988528 0.075044 0.1605 2.6861 -0.2700
C -2.699720 1.237113 -1.134068 -1.4568 0.9570 2.0541
C -0.211580 1.678846 0.044749 0.8460 -0.2174 -0.6997
H -1.381897 -3.629901 -0.806517 0.4791 1.1807 0.5771
O -3.359467 -1.922407 -0.662426 1.0091 -0.2428 0.9374
C 0.042664 0.432246 0.832435 1.4134 3.6069 -0.3317
C 1.026801 -1.705293 0.448266 -2.9926 -3.3323 -1.1145
C -1.125573 -1.474105 -0.085737 0.3456 -4.4958 -0.8305
O -2.316765 0.926608 -2.252300 0.0401 0.0237 0.4351
C -2.962940 0.381643 0.039003 2.0020 -3.0849 -2.1453
H -0.539742 2.617649 0.484412 -0.6697 -0.5455 0.1237
H 1.250439 -3.812631 0.122914 0.1730 -0.8128 -0.2541
C -2.515586 -1.150349 -0.199987 -2.5708 3.6477 -1.5616
H -2.970050 2.335205 -0.820283 0.3230 -1.0160 -0.7748
H -0.369543 1.600034 -1.068774 0.0072 -0.0304 1.4486
H 1.852394 1.119336 -0.318307 0.6520 -0.6108 -0.1798
```
Positions in Å, forces in eV/Å.

Orbital gap (spin up / spin down): 4.35 / 6.61 eV
Total charge: -1
Multiplicity: 3
⟨S²⟩: 2.02